# 1
DFT (the ωB97M-V functional and the def2-TZVPD basis) results for C16H39AgF3N3O5 as an isolated structure at a distorted geometry.

The geometry in XYZ format:
```
67
Properties=species:S:1:pos:R:3:nbo_charge:R:1
Ag -0.5320 -0.1688 1.0861 0.852
C -0.6693 2.9817 -0.4285 0.323
O -1.6194 2.5110 -1.3872 -0.566
O -0.8076 2.2086 0.6506 -0.951
C 0.7320 2.9551 -1.0794 0.918
F 1.6929 3.0507 -0.1451 -0.341
F 0.9862 1.8032 -1.7287 -0.344
F 0.9375 3.9465 -1.9462 -0.333
C -1.7882 3.2110 -2.5981 -0.070
C -3.0411 2.6922 -3.3026 -0.615
H -3.9290 2.8179 -2.6818 0.203
H -3.1592 3.2609 -4.2292 0.202
H -3.0143 1.6510 -3.6298 0.203
H -0.9733 3.0675 -3.3147 0.163
H -1.9463 4.2746 -2.3986 0.165
H -0.9068 4.0252 -0.1655 0.113
C -4.2041 0.4343 3.2826 -0.622
C -2.9404 -0.0075 2.5616 -0.094
C -2.7269 -1.5190 2.7525 -0.063
O -1.5169 -1.9815 2.1412 -0.580
C -1.1878 -3.3056 2.4914 -0.245
N -3.0592 0.2544 1.1133 -0.883
H -5.0670 -0.1669 2.9839 0.202
H -4.4004 1.4899 3.1061 0.226
H -4.1489 0.2999 4.3694 0.208
H -2.0886 0.5572 2.9450 0.214
H -3.5567 -2.0839 2.3068 0.171
H -2.7771 -1.8056 3.8102 0.173
H -0.1921 -3.4922 2.0896 0.198
H -1.9234 -4.0121 2.0954 0.174
H -1.1137 -3.4687 3.5730 0.171
H -4.0274 0.2115 0.7951 0.358
H -2.8610 1.2354 0.8841 0.418
C -0.8232 -0.5218 -3.0677 -0.634
C -0.1030 -1.6842 -2.3757 -0.063
C 1.4156 -1.6444 -2.5209 -0.059
O 1.9869 -2.8000 -1.9979 -0.554
C 3.4078 -2.7811 -2.0141 -0.246
N -0.4290 -1.6424 -0.9188 -0.869
H -1.8382 -0.8855 -3.2478 0.204
H -0.3402 -0.2906 -4.0175 0.212
H -0.8866 0.3674 -2.4407 0.256
H -0.4473 -2.6655 -2.7269 0.174
H 1.8135 -0.7427 -2.0278 0.172
H 1.6593 -1.4773 -3.5838 0.159
H 3.7143 -2.5934 -3.0467 0.169
H 3.7923 -3.7431 -1.6904 0.193
H 3.7422 -1.9962 -1.3304 0.177
H -1.4521 -1.6960 -0.9618 0.367
H -0.1758 -2.5838 -0.6067 0.365
C 2.6912 -1.5337 2.0579 -0.622
C 2.5966 -0.0193 2.2842 -0.066
C 2.8579 0.7566 1.0070 -0.064
O 4.2062 0.4991 0.6578 -0.547
C 4.5875 1.1095 -0.5349 -0.248
N 1.2010 0.2264 2.7161 -0.897
H 2.0789 -1.9050 1.2345 0.211
H 2.4475 -2.0978 2.9656 0.196
H 3.7297 -1.8323 1.8835 0.225
H 3.2868 0.1748 3.1083 0.183
H 2.7866 1.8094 1.2974 0.184
H 2.1519 0.5106 0.2132 0.190
H 5.6697 1.0889 -0.6678 0.187
H 4.2481 2.1473 -0.6336 0.177
H 4.1950 0.5947 -1.4269 0.157
H 1.0745 1.2257 2.8618 0.391
H 0.9842 -0.3023 3.5486 0.373
```

## Properties
Electronic energy ... -44082.326 eV
Gap between HOMO and LUMO ... 7.9 eV
HOMO level ... -7.41 eV
Lowest unoccupied orbital energy ... 0.532 eV
Energy relative to the best compared isomer or geometry (same formula, charge and spin) ... 14.9 kJ/mol
Total charge ... 0


# 2
DFT (the ωB97M-V functional and the def2-TZVPD basis) results for C7H10BrNO in the gas phase at a distorted geometry.

The geometry in XYZ format:
```
20
Properties=species:S:1:pos:R:3:nbo_charge:R:1
C 1.8584 1.7778 -0.8285 0.193
C 0.9818 1.4956 1.9420 0.115
C -0.3892 -0.1242 1.1229 -0.060
C 1.5713 0.5489 -0.2583 -0.258
C 0.2211 -0.0784 -0.3351 -0.136
C 0.2607 -1.5153 -0.8661 -0.607
C -0.7064 0.7905 -1.1959 -0.605
N 2.0868 2.8208 -1.2623 -0.343
O -0.2728 1.1385 1.6977 -0.450
Br 3.0961 -0.5455 0.1444 0.064
H 1.6617 0.8022 2.4221 0.174
H 1.1407 2.5549 2.0469 0.199
H -1.4476 -0.3770 1.0755 0.206
H 0.1563 -0.8761 1.7065 0.181
H 0.6371 -2.2071 -0.1154 0.219
H 0.9106 -1.5833 -1.7355 0.229
H -0.7364 -1.8343 -1.1601 0.215
H -0.3310 0.8562 -2.2142 0.226
H -0.7791 1.7980 -0.7919 0.229
H -1.7031 0.3557 -1.2166 0.210
```

## Properties
Electronic energy ... -80998.267 eV
Gap between HOMO and LUMO (spin up / spin down) ... 7.7 / 7.6 eV
HOMO level (spin up / spin down) ... -8.09 / -8.05 eV
Lowest unoccupied orbital energy (spin up / spin down) ... -0.372 / -0.492 eV
Energy relative to the best compared isomer or geometry (same formula, charge and spin) ... 108.4 kJ/mol
Total charge ... 0


# 3
DFT (the ωB97M-V functional and the def2-TZVPD basis) results for C27H57Br2NO11S3 as an isolated structure at a distorted geometry.

The geometry in XYZ format:
```
101
Properties=species:S:1:pos:R:3:lowdin_charge:R:1
C 1.2693 -0.2146 -6.8593 -0.118
O 1.4078 -0.6305 -8.1936 -0.185
C 1.1755 -2.0056 -8.4042 -0.230
C -0.3019 -2.4014 -8.3392 -0.177
C -0.6230 -3.6885 -7.5825 -0.197
C -0.1955 -3.7932 -6.1013 -0.201
C -1.3821 -3.9395 -5.1337 -0.199
C -1.9333 -2.5965 -4.6269 -0.183
C -1.4630 -2.2295 -3.2024 -0.197
C -0.2881 -1.2569 -3.1266 -0.202
C 0.4086 -1.1936 -1.7451 -0.172
C 1.9488 -1.1353 -1.7669 -0.120
C 2.7533 -2.4736 -1.6435 -0.175
C 4.1436 -2.1595 -2.1725 -0.440
O 5.0932 -1.6625 -1.5439 0.069
N 4.1681 -2.5549 -3.5087 0.085
C 3.5298 -3.8950 -3.4272 -0.181
C 2.2975 -3.6399 -2.5553 -0.262
C 1.6532 -4.8993 -1.9054 -0.642
Br 2.8285 -6.4461 -1.8797 0.736
C 0.9874 -4.6272 -0.5313 -0.775
C -0.4133 -5.2212 -0.4666 -0.143
Br 1.9620 -5.3069 1.0037 0.707
H 1.8593 -0.8279 -6.1728 0.080
H 0.2222 -0.2274 -6.5333 0.074
H 1.6348 0.8107 -6.8120 0.092
H 1.7669 -2.6064 -7.6986 0.117
H 1.5729 -2.1950 -9.4041 0.123
H -0.8689 -1.5607 -7.9321 0.107
H -0.6571 -2.5373 -9.3636 0.109
H -1.7067 -3.8366 -7.6317 0.105
H -0.1905 -4.5274 -8.1371 0.110
H 0.3813 -2.9057 -5.8077 0.084
H 0.4738 -4.6508 -5.9762 0.105
H -1.0780 -4.5340 -4.2660 0.092
H -2.1677 -4.5004 -5.6435 0.103
H -3.0223 -2.6233 -4.6314 0.104
H -1.6194 -1.8083 -5.3217 0.102
H -2.3004 -1.7952 -2.6475 0.116
H -1.1657 -3.1431 -2.6861 0.074
H -0.6419 -0.2530 -3.3790 0.116
H 0.4372 -1.5160 -3.8974 0.082
H 0.0537 -0.2887 -1.2462 0.111
H 0.0784 -2.0197 -1.1160 0.090
H 2.2514 -0.6241 -2.6853 0.119
H 2.2928 -0.5312 -0.9240 0.120
H 2.8599 -2.7425 -0.5915 0.137
H 5.1026 -2.5642 -3.8906 0.135
H 3.3247 -4.3375 -4.4008 0.121
H 4.1973 -4.5762 -2.8967 0.060
H 1.5371 -3.2586 -3.2338 0.123
H 0.8502 -5.2537 -2.5527 0.072
H 0.9601 -3.5605 -0.3582 0.047
H -0.8389 -5.1273 0.5296 0.067
H -1.0669 -4.7050 -1.1675 0.064
H -0.3819 -6.2836 -0.7284 0.087
O -2.1005 -1.0536 4.1687 -0.282
S -0.8422 -0.7729 3.5419 0.556
O -0.5739 -1.2919 2.2347 -0.285
O 0.3216 -1.1936 4.5277 -0.261
C 0.2699 -2.5311 5.0936 -0.238
C 0.7014 -3.5844 4.0997 -0.095
C -0.5274 0.9542 3.5494 -0.116
H -0.7369 -2.7127 5.4705 0.112
H 0.9418 -2.4790 5.9467 0.123
H -0.0128 -3.6776 3.2839 0.059
H 0.7853 -4.5524 4.5938 0.084
H 1.6674 -3.3282 3.6671 0.071
H -0.6851 1.3445 4.5522 0.064
H -1.2265 1.4064 2.8498 0.077
H 0.4950 1.1191 3.2215 0.078
O -2.6492 2.9160 8.8770 -0.271
S -2.8222 3.0258 7.4609 0.558
O -1.6795 3.2183 6.6178 -0.292
O -3.8848 4.1592 7.1595 -0.265
C -3.6897 5.4497 7.8009 -0.235
C -2.5949 6.2616 7.1479 -0.070
C -3.7575 1.6642 6.8643 -0.117
H -3.4994 5.2900 8.8623 0.114
H -4.6600 5.9312 7.7070 0.122
H -1.6159 5.8154 7.3130 0.079
H -2.5822 7.2719 7.5537 0.089
H -2.7534 6.3220 6.0732 0.062
H -4.6469 1.5589 7.4779 0.076
H -3.1291 0.7801 6.9440 0.077
H -4.0172 1.8449 5.8252 0.076
O -1.3317 8.6209 2.6283 -0.274
S -0.7090 7.7624 3.5899 0.560
O -0.7503 8.1108 4.9763 -0.277
O 0.7938 7.5137 3.1539 -0.265
C 1.5981 8.6837 2.8510 -0.244
C 2.0952 9.3888 4.0941 -0.071
C -1.2806 6.1121 3.3882 -0.120
H 1.0173 9.3468 2.2097 0.113
H 2.4219 8.2845 2.2644 0.121
H 1.2789 9.8514 4.6453 0.073
H 2.8040 10.1652 3.8062 0.082
H 2.5954 8.6843 4.7575 0.085
H -1.1996 5.8426 2.3396 0.075
H -2.3198 6.1033 3.7077 0.069
H -0.6859 5.4555 4.0178 0.077
```

## Properties
Electronic energy ... -225525.470 eV
Gap between HOMO and LUMO ... 9.8 eV
HOMO level ... -9.53 eV
Lowest unoccupied orbital energy ... 0.253 eV
Total charge ... 0


# 4
DFT (the ωB97M-V functional and the def2-TZVPD basis) results for C21H24N2O3 in the gas phase.

The geometry in XYZ format:
```
50
Properties=species:S:1:pos:R:3:nbo_charge:R:1
C -7.4601 -2.0668 -1.1880 -0.254
O -6.6585 -1.9826 -0.0323 -0.484
C -5.6454 -1.0857 -0.0033 0.321
C -5.3041 -0.2262 -1.0453 -0.275
C -4.2465 0.6467 -0.8925 -0.135
C -3.4894 0.6829 0.2778 -0.219
C -2.3717 1.6529 0.3377 0.595
O -2.3637 2.6379 -0.3685 -0.554
C -1.2384 1.3409 1.3100 -0.318
C -0.5881 -0.0101 0.9716 -0.408
C 0.1965 0.1173 -0.3377 -0.220
N 1.2099 1.1344 -0.2134 -0.456
C 2.5476 0.9392 -0.0285 0.796
O 3.3294 1.8639 0.0577 -0.654
N 2.9400 -0.3927 0.0089 -0.670
C 4.2878 -0.7935 0.0779 0.233
C 4.6677 -1.6746 1.0858 -0.260
C 5.9689 -2.1280 1.1773 -0.211
C 6.9071 -1.6987 0.2554 -0.224
C 6.5249 -0.8427 -0.7612 -0.187
C 5.2191 -0.3855 -0.8824 -0.043
C 4.8331 0.4972 -2.0253 -0.641
C 0.6500 2.4484 0.0246 -0.228
C -0.1760 2.4474 1.3132 -0.408
C -3.8452 -0.1758 1.3212 -0.153
C -4.9058 -1.0404 1.1835 -0.265
H -8.1987 -2.8384 -0.9775 0.204
H -6.8718 -2.3586 -2.0635 0.179
H -7.9720 -1.1212 -1.3903 0.180
H -5.8562 -0.2276 -1.9716 0.216
H -3.9817 1.3207 -1.6937 0.232
H -1.6837 1.2831 2.3099 0.228
H -1.3434 -0.7913 0.8761 0.222
H 0.0948 -0.2852 1.7797 0.206
H 0.6358 -0.8356 -0.6356 0.216
H -0.4910 0.4279 -1.1345 0.201
H 2.3122 -1.0226 0.4866 0.389
H 3.9298 -2.0023 1.8067 0.201
H 6.2484 -2.8084 1.9681 0.212
H 7.9297 -2.0390 0.3211 0.211
H 7.2548 -0.5268 -1.4929 0.207
H 3.8745 0.1877 -2.4403 0.215
H 5.5894 0.4658 -2.8057 0.210
H 4.7233 1.5244 -1.6791 0.255
H 1.4774 3.1542 0.1023 0.249
H 0.0169 2.7271 -0.8218 0.211
H -0.6620 3.4172 1.4211 0.229
H 0.4913 2.2963 2.1646 0.208
H -3.3124 -0.1534 2.2593 0.214
H -5.1944 -1.6996 1.9870 0.227
```

## Properties
Electronic energy ... -31290.120 eV
Gap between HOMO and LUMO ... 8.7 eV
SMILES ... COc1ccc(C(=O)C2CCN(C(=O)Nc3ccccc3C)CC2)cc1
HOMO level ... -8.31 eV
Lowest unoccupied orbital energy ... 0.365 eV
Energy relative to the best compared isomer or geometry (same formula, charge and spin) ... 97.4 kJ/mol
Total charge ... 0


Q: Among the records above, which one has the highest electronic energy?
A: C21H24N2O3


Repeat the fourth record exactly.
DFT (the ωB97M-V functional and the def2-TZVPD basis) results for C21H24N2O3 in the gas phase.

The geometry in XYZ format:
```
50
Properties=species:S:1:pos:R:3:nbo_charge:R:1
C -7.4601 -2.0668 -1.1880 -0.254
O -6.6585 -1.9826 -0.0323 -0.484
C -5.6454 -1.0857 -0.0033 0.321
C -5.3041 -0.2262 -1.0453 -0.275
C -4.2465 0.6467 -0.8925 -0.135
C -3.4894 0.6829 0.2778 -0.219
C -2.3717 1.6529 0.3377 0.595
O -2.3637 2.6379 -0.3685 -0.554
C -1.2384 1.3409 1.3100 -0.318
C -0.5881 -0.0101 0.9716 -0.408
C 0.1965 0.1173 -0.3377 -0.220
N 1.2099 1.1344 -0.2134 -0.456
C 2.5476 0.9392 -0.0285 0.796
O 3.3294 1.8639 0.0577 -0.654
N 2.9400 -0.3927 0.0089 -0.670
C 4.2878 -0.7935 0.0779 0.233
C 4.6677 -1.6746 1.0858 -0.260
C 5.9689 -2.1280 1.1773 -0.211
C 6.9071 -1.6987 0.2554 -0.224
C 6.5249 -0.8427 -0.7612 -0.187
C 5.2191 -0.3855 -0.8824 -0.043
C 4.8331 0.4972 -2.0253 -0.641
C 0.6500 2.4484 0.0246 -0.228
C -0.1760 2.4474 1.3132 -0.408
C -3.8452 -0.1758 1.3212 -0.153
C -4.9058 -1.0404 1.1835 -0.265
H -8.1987 -2.8384 -0.9775 0.204
H -6.8718 -2.3586 -2.0635 0.179
H -7.9720 -1.1212 -1.3903 0.180
H -5.8562 -0.2276 -1.9716 0.216
H -3.9817 1.3207 -1.6937 0.232
H -1.6837 1.2831 2.3099 0.228
H -1.3434 -0.7913 0.8761 0.222
H 0.0948 -0.2852 1.7797 0.206
H 0.6358 -0.8356 -0.6356 0.216
H -0.4910 0.4279 -1.1345 0.201
H 2.3122 -1.0226 0.4866 0.389
H 3.9298 -2.0023 1.8067 0.201
H 6.2484 -2.8084 1.9681 0.212
H 7.9297 -2.0390 0.3211 0.211
H 7.2548 -0.5268 -1.4929 0.207
H 3.8745 0.1877 -2.4403 0.215
H 5.5894 0.4658 -2.8057 0.210
H 4.7233 1.5244 -1.6791 0.255
H 1.4774 3.1542 0.1023 0.249
H 0.0169 2.7271 -0.8218 0.211
H -0.6620 3.4172 1.4211 0.229
H 0.4913 2.2963 2.1646 0.208
H -3.3124 -0.1534 2.2593 0.214
H -5.1944 -1.6996 1.9870 0.227
```

## Properties
Electronic energy ... -31290.120 eV
Gap between HOMO and LUMO ... 8.7 eV
SMILES ... COc1ccc(C(=O)C2CCN(C(=O)Nc3ccccc3C)CC2)cc1
HOMO level ... -8.31 eV
Lowest unoccupied orbital energy ... 0.365 eV
Energy relative to the best compared isomer or geometry (same formula, charge and spin) ... 97.4 kJ/mol
Total charge ... 0


Q: Which formula does entry 1 have?
A: C16H39AgF3N3O5